Here is 8 unconnected molecules or ions with the total composition C53H57N11O16P at a distorted geometry from the OMol25 dataset. Energies are from the ωB97M-V functional and the def2-TZVPD basis.

Geometry as XYZ:
```
138
C53H57N11O16P, DFT the ωB97M-V functional and the def2-TZVPD basis
C 6.967 -0.438 -4.056
O -9.223 -2.071 -6.014
C 1.579 -0.379 -1.804
H 6.408 1.500 -3.320
C -0.437 -1.466 -1.112
H -2.261 2.380 1.528
C 3.653 3.970 7.917
C -1.520 3.047 1.102
H -9.471 6.013 4.476
O 3.101 1.364 5.549
H 1.153 5.387 -0.447
H 4.952 -3.232 0.521
C 2.350 3.550 9.901
H 1.898 1.054 7.654
H 7.748 -0.308 2.189
C 2.279 1.978 8.075
H 9.030 -0.983 -6.718
C 4.340 1.531 1.993
C -3.288 -0.386 -5.469
O -3.302 4.156 2.835
C -10.360 0.082 -2.696
H 2.972 -1.449 -3.392
C 4.838 1.112 3.222
N -3.836 -4.840 -0.062
C 7.701 -1.132 -5.016
H -7.125 0.938 -4.651
H -11.263 -0.151 -2.142
H 6.444 0.118 4.249
N 3.577 2.395 6.016
C 7.160 -5.791 0.861
P -0.771 -5.298 -2.920
H -4.686 -0.467 -3.680
O -10.324 5.269 2.306
H 6.883 0.421 0.001
H -2.511 -1.127 -5.862
C -4.475 -1.117 -4.611
H 2.025 3.853 10.892
N -2.503 4.942 2.342
H -4.631 -4.434 0.475
H 3.387 2.047 1.953
H -5.375 -1.160 -5.323
C 1.032 -2.708 -2.925
O 8.341 -3.173 -5.870
N -1.254 -3.808 -2.011
H -3.989 -3.233 -5.094
C -8.033 0.691 -4.110
H 6.000 -5.051 -0.791
H 4.269 1.301 4.132
C -10.018 -0.669 -3.815
C 7.718 1.639 -5.019
H -3.049 -2.762 0.002
C -8.851 -0.363 -4.513
H 2.291 0.525 -1.724
C -6.986 4.228 2.965
O 6.614 -3.590 4.985
H -0.561 1.480 -0.013
H -2.509 -3.912 1.317
O -2.532 -3.471 -2.413
C -8.384 1.439 -2.991
O 6.974 -3.160 -4.193
O -8.986 4.047 1.123
C -2.576 -2.480 -3.477
N 4.544 1.691 -0.463
C 3.240 4.350 9.189
C 5.075 1.276 0.835
C -8.229 4.827 3.157
H 6.383 -0.962 -3.306
O 8.000 -5.245 4.852
C 5.659 -3.905 0.996
C -6.269 5.091 5.099
C 6.875 -4.622 2.941
C -4.067 -2.597 -4.133
H -7.719 6.241 6.195
O 3.471 2.282 -0.480
H -1.387 -1.466 -0.459
H 1.147 2.972 -0.990
O -2.477 6.140 2.576
N 7.672 -2.597 -5.027
C 0.397 3.378 -0.319
C 2.003 -1.487 -2.795
C 1.873 2.365 9.348
N -9.257 4.705 2.120
C 0.402 4.736 -0.013
H 9.032 1.482 -6.714
C 6.060 0.449 3.289
C -6.004 4.365 3.941
C 8.452 -0.450 -5.972
H -0.420 -3.940 0.064
H -1.092 -5.685 -5.231
C 6.250 -4.927 0.258
H 3.609 5.272 9.626
H -10.663 -1.484 -4.126
H -0.542 6.317 1.084
H 1.306 -3.560 -3.620
C -1.349 -4.257 -0.539
H -2.606 -6.241 -3.676
C -1.508 4.406 1.411
H 8.188 -6.321 2.664
N 7.187 -4.474 4.365
H -7.753 2.259 -2.667
C 3.164 2.787 7.365
C -0.563 2.537 0.233
O 4.369 3.119 5.431
O 5.197 1.421 -1.462
H 7.719 2.725 -5.024
C 8.456 0.941 -5.970
C 6.303 0.619 0.896
C -9.543 1.131 -2.284
C 6.794 0.207 2.130
C -2.717 -3.843 0.177
H -5.498 5.201 5.856
C 7.478 -5.641 2.206
N -0.604 -4.995 -4.641
H -9.811 1.712 -1.406
C -8.504 5.548 4.317
H -1.850 -2.646 -4.336
C -0.554 5.257 0.853
H -2.727 0.267 -4.695
H -1.317 -5.415 -0.524
O -2.140 -6.353 -2.805
H 1.182 1.745 9.908
H 5.499 -2.951 2.906
H 0.402 -5.127 -4.872
H -3.715 0.311 -6.261
C 6.978 0.952 -4.061
O -7.424 -0.890 -6.246
C 5.969 -3.749 2.343
N 0.416 -0.340 -0.979
H 7.619 -6.585 0.281
H -6.767 3.660 2.068
H -5.031 3.909 3.798
C -0.253 -2.696 -2.034
N -8.473 -1.167 -5.678
H -2.538 -1.409 -3.045
H -3.598 -5.695 0.482
H -4.823 -3.057 -3.398
C -7.517 5.678 5.289
H 4.347 4.601 7.373
```

Output
Energy above the lowest of the compared OMol25 structures with the same formula, charge and spin: 5.367 eV
2S+1: 1
Net charge: +1
Kohn-Sham gap: 7.6 eV
Energy: -4200.2025 Ha

Here is 2 unconnected molecules or ions with the total composition C5H9ClSi at a distorted geometry from the OMol25 dataset. Energies are from the ωB97M-V functional and the def2-TZVPD basis.

Geometry as XYZ:
```
16
C5H9ClSi, DFT the ωB97M-V functional and the def2-TZVPD basis
C 1.213 -1.666 0.112
Cl -1.871 1.423 -2.427
C 0.111 -1.198 0.205
C -1.888 -0.444 0.223
H -2.344 -1.264 -0.237
H 2.904 -1.993 1.026
H 0.431 1.615 0.946
Si -1.722 1.309 -0.401
H -3.024 2.050 0.219
H -0.202 3.229 0.361
H -2.165 -0.627 1.268
H 0.533 2.456 -0.671
C 2.616 -2.195 0.076
H 2.461 -3.198 -0.034
C -0.089 2.154 0.078
H 3.036 -1.653 -0.746
```

Output
Energy above the lowest of the compared OMol25 structures with the same formula, charge and spin: 4.398 eV
2S+1: 1
Kohn-Sham gap: 9.9 eV
Energy: -945.4624 Ha

Here is a molecular structure, C40H38F3N8SSc from the OMol25 dataset. Energies are from the ωB97M-V functional and the def2-TZVPD basis.

Geometry as XYZ:
```
91
C40H38F3N8SSc, DFT the ωB97M-V functional and the def2-TZVPD basis
C -3.841 3.840 4.315
H 4.901 -2.910 -0.757
C -1.664 -3.640 -1.268
N -2.841 -2.240 3.178
C -0.874 -1.445 -2.204
C -4.068 0.742 -6.895
C 3.915 -0.725 -2.032
H 4.319 2.715 -0.184
H -3.693 -2.316 -7.914
H 0.091 -5.919 0.216
H -1.073 -4.869 3.622
H 5.051 1.530 -1.239
H -0.636 2.790 4.427
H 3.050 -3.740 2.008
C -1.130 1.470 2.149
H 2.251 2.280 2.662
H 2.269 -2.745 3.216
H 1.012 2.745 -4.243
C -2.755 -1.517 -6.146
C -1.775 -3.040 3.140
H 3.453 -1.606 -2.472
C 2.938 -0.312 2.144
H -5.260 3.369 2.780
C -3.559 -1.451 -7.275
N -1.369 -4.807 -0.703
H 4.030 -2.802 3.115
N 0.411 -2.682 -0.616
C -3.281 0.784 -5.752
C -1.647 2.918 4.065
H 3.069 0.732 4.027
C -0.134 0.665 -2.728
C 1.457 4.216 -1.391
C 1.191 3.159 -0.525
C 3.886 -3.041 -0.378
H 3.140 3.007 1.331
H -0.958 1.600 -4.468
H 3.455 2.156 -1.615
C 3.539 0.704 0.009
C -4.246 3.232 3.132
C 2.603 -0.154 3.607
H -3.706 -2.515 3.615
C 0.675 -3.843 -0.024
C -3.351 2.461 2.418
H 3.920 -3.852 0.340
H -2.654 -3.547 -1.696
N -0.092 -0.394 -1.910
H 4.017 2.312 2.680
C -1.690 -1.482 -3.321
C -1.744 -0.381 -4.174
N 0.803 1.976 -0.982
F -4.342 5.201 6.180
H 1.601 -3.921 0.524
C -2.043 2.292 2.883
H -2.272 -2.366 -3.538
C 3.108 -2.790 2.528
S -0.299 -2.509 2.508
H -4.614 1.617 -7.227
F -5.324 5.658 4.299
C 0.618 1.855 -2.301
H -2.231 -2.432 -5.900
H 4.997 -0.829 -2.148
H 1.712 5.205 -1.031
H 1.521 -0.066 3.742
H 1.275 3.257 0.549
C -0.361 0.765 1.518
H -3.228 1.688 -5.158
C 3.435 -1.736 0.229
C -2.545 3.692 4.780
H -2.240 4.177 5.697
Sc 0.882 -0.391 0.228
C -2.606 -0.372 -5.368
C 3.178 0.841 1.364
F -5.908 3.904 5.427
C -0.943 0.713 -3.851
H 3.265 -3.352 -1.219
C 4.107 1.846 -0.796
H -2.717 -4.617 4.075
C 1.015 2.873 -3.166
N -4.198 -0.347 -7.640
C 3.120 -1.603 1.596
C 3.141 2.187 2.040
C 3.553 -0.580 -0.575
H -2.737 -1.280 2.896
C -4.854 4.660 5.068
H -3.659 1.984 1.496
C -0.732 -2.612 -1.325
N -1.887 -4.284 3.609
C -0.177 -4.938 -0.156
H 2.946 -1.002 4.190
H 3.605 0.143 -2.608
N 1.429 4.043 -2.704
```

Output
Energy above the lowest of the compared OMol25 structures with the same formula, charge and spin: 0.485 eV
2S+1: 1
Net charge: +2
Kohn-Sham gap: 6.7 eV
Energy: -3443.2470 Ha

Here is 4 unconnected molecules or ions with the total composition C7H20NO3 at a distorted geometry from the OMol25 dataset. Energies are from the ωB97M-V functional and the def2-TZVPD basis.

Geometry as XYZ:
```
31
C7H20NO3, DFT the ωB97M-V functional and the def2-TZVPD basis
H -1.732 -2.624 -1.026
O 1.322 -1.724 -2.039
H 0.899 2.512 -0.700
C -0.314 -0.224 2.560
H 2.287 0.315 -0.439
H 0.179 1.824 -2.086
H -1.433 1.584 2.852
N 1.953 0.836 -1.377
C -0.967 -1.387 2.717
H 0.766 -0.150 2.621
C -1.827 2.608 0.453
H 2.286 -2.021 -0.323
H -1.441 3.293 -0.230
H 2.037 -1.892 1.255
H 0.292 -0.119 0.171
H 2.663 1.455 -1.603
C -0.869 0.985 2.062
H -2.220 3.173 1.299
H -1.189 0.456 -0.887
H -1.660 -2.882 -2.497
H 1.321 -2.439 -2.784
C -0.923 1.448 0.840
H 0.336 -1.743 -1.867
H -2.771 2.289 -0.002
H -0.388 -2.155 3.177
C -0.291 0.684 -0.295
C 0.613 1.563 -1.061
O 2.374 -1.406 0.469
H -1.987 -1.440 2.532
H 1.769 -0.008 -2.045
O -1.086 -2.813 -1.747
```

Output
Energy above the lowest of the compared OMol25 structures with the same formula, charge and spin: 1.380 eV
2S+1: 1
Net charge: +1
Kohn-Sham gap: 9.5 eV
Energy: -558.8908 Ha

Here is 2 unconnected molecules or ions with the total composition C10H14N3 at a distorted geometry from the OMol25 dataset. Energies are from the ωB97M-V functional and the def2-TZVPD basis.

Geometry as XYZ:
```
27
C10H14N3, DFT the ωB97M-V functional and the def2-TZVPD basis
H -1.528 -3.365 -1.482
H -1.071 -1.346 -2.358
H -1.040 -2.413 -0.009
C 1.303 0.000 -2.070
H -0.273 1.012 4.567
H -2.507 1.106 3.445
H 1.555 -0.282 -3.085
C -0.223 -1.866 -1.978
C 0.730 0.626 2.706
N 0.540 -0.761 -1.424
C -1.575 0.645 1.409
C -0.047 2.894 -1.079
C -1.591 0.978 2.779
H 0.169 -0.391 -0.441
H 1.970 0.778 -0.248
H 0.358 -2.260 -2.872
C -0.671 -2.931 -1.005
H 2.799 1.723 -1.817
C 0.914 2.189 -1.230
N -0.481 0.245 0.809
H -0.905 3.486 -1.080
N 0.714 0.297 1.432
H -2.626 0.590 0.842
C 1.957 1.156 -1.393
C -0.418 0.954 3.489
H 1.760 0.580 3.054
H 0.187 -3.643 -0.961
```

Output
Energy above the lowest of the compared OMol25 structures with the same formula, charge and spin: 4.834 eV
2S+1: 1
Net charge: +1
Kohn-Sham gap: 9.8 eV
Energy: -553.3191 Ha

Here is a molecular structure, C35H15B5N3O40Y at a distorted geometry from the OMol25 dataset. Energies are from the ωB97M-V functional and the def2-TZVPD basis.

Geometry as XYZ:
```
99
C35H15B5N3O40Y, DFT the ωB97M-V functional and the def2-TZVPD basis
H 5.406 -9.031 -30.121
C 8.105 -3.529 -27.225
O 5.426 -6.002 -30.572
H 7.696 -9.249 -32.817
H 10.694 -5.160 -30.131
N 6.679 -7.450 -32.761
O 3.357 -7.910 -30.085
O 1.584 -3.869 -30.198
O 12.026 -5.780 -32.279
C 4.767 -0.716 -26.581
O 2.321 -4.162 -28.000
O 5.082 -1.388 -31.317
O 9.486 -7.228 -31.945
C 3.860 -0.886 -31.439
O 12.227 -9.833 -34.170
H 8.852 -8.130 -27.904
O 3.304 -7.110 -25.537
B 11.584 -8.523 -34.336
C 1.465 -3.135 -28.007
C 7.414 -3.715 -28.584
O 5.789 -3.500 -32.251
O 3.894 -4.542 -29.877
H 9.600 -11.534 -30.015
H 9.563 -9.131 -30.180
O 5.714 1.400 -27.335
C 10.356 -7.485 -32.733
C 6.507 -7.640 -26.051
C 9.647 -7.410 -28.039
O 5.164 -1.976 -26.816
O 5.669 -7.303 -25.128
B 6.447 -1.971 -27.496
C 5.802 -6.721 -33.459
C 11.565 -5.535 -28.270
H 7.381 -9.696 -35.171
C 8.599 -9.626 -30.162
H 10.556 -7.962 -26.174
C 10.616 -5.776 -29.238
O 4.445 -5.147 -25.057
C 6.290 -11.001 -30.085
C 3.185 -4.968 -24.648
O 10.307 -8.444 -33.594
C 6.322 -9.618 -30.152
C 5.479 -6.933 -34.779
Y 7.671 -6.587 -30.674
O 6.697 -0.563 -27.843
C 10.589 -7.319 -27.039
N 7.456 -8.924 -30.249
C 8.667 -11.000 -30.100
B 4.588 -6.438 -25.692
C 3.217 -6.738 -29.913
O 4.337 -1.938 -33.452
O 7.553 -2.490 -26.639
O 4.999 -6.275 -27.123
C 0.934 -2.979 -29.443
O 8.942 -4.264 -26.765
O 1.117 -2.510 -27.076
H 4.694 -6.380 -35.273
H 12.384 -6.310 -26.435
O 6.469 -2.860 -28.705
O 2.204 -6.105 -29.428
H 12.338 -4.800 -28.436
O 3.899 -0.364 -25.850
O 2.393 -0.803 -33.384
O 7.678 -4.666 -32.020
O 7.433 -8.393 -25.988
O 2.709 -3.987 -24.217
C 3.387 -1.194 -32.884
O 1.268 -6.503 -24.783
O 7.714 -4.586 -29.360
O 12.838 -11.502 -35.553
O 11.718 -9.699 -37.574
H 5.320 -11.462 -29.958
C 5.758 0.217 -27.324
H 5.775 -8.206 -36.464
C 7.708 -2.394 -32.925
B 2.486 -4.647 -29.359
C 4.334 -5.697 -30.166
C 6.956 -8.800 -34.743
O 6.635 -7.054 -28.427
O 6.726 -1.541 -33.124
C 11.714 -6.754 -32.889
C 6.064 -8.008 -35.439
H 5.332 -5.886 -32.951
O 8.857 -2.252 -33.168
B 5.472 -2.069 -32.551
H 7.426 -12.788 -29.992
C 7.141 -8.525 -33.404
C 7.469 -11.712 -30.110
C 6.078 -6.935 -27.367
O 11.421 -8.366 -35.792
O 3.230 -0.330 -30.611
C 12.354 -10.446 -35.342
O 12.400 -7.421 -33.791
N 9.639 -6.677 -29.152
O 0.107 -2.229 -29.807
C 11.799 -9.478 -36.416
C 2.421 -6.285 -24.975
C 7.056 -3.674 -32.349
C 11.582 -6.365 -27.161
```

Output
Energy above the lowest of the compared OMol25 structures with the same formula, charge and spin: 0.530 eV
2S+1: 1
Net charge: -2
Kohn-Sham gap: 7.7 eV
Energy: -4680.8589 Ha

Record-wise LUMO values, in hartree: -0.124, 0.014, -0.235, -0.105, -0.128, 0.087